53
Properties=species:S:1:pos:R:3:lowdin_spin:R:1 method="wB97M-V/def2-TZVPD" multiplicity=6 charge=+2 e_above_lowest_kcal_mol=6.1 energy_ev=-37491.902 homo_energy_ev="-13.41 / -14.35"
Ir 0.18257 -0.63284 0.02048 2.832
I 0.77142 -2.26398 3.06157 0.276
N -1.83623 -1.27204 0.89271 0.119
N -0.57070 1.39929 1.38133 0.131
N 0.65274 1.14403 -1.62538 0.169
N -1.44160 -0.69844 -1.87600 0.102
N 1.13887 -2.09004 -1.76150 0.126
C 0.44469 1.89427 2.10031 0.010
C 1.74290 1.21185 1.92730 0.059
C -2.79457 -0.82927 -1.29191 0.005
C -0.63364 1.65037 -2.10882 0.011
C 1.02990 -2.98074 1.16995 0.625
C 1.86107 0.30219 0.86606 0.242
C -1.75663 2.01055 1.41637 0.010
C 0.26764 3.02736 2.89390 0.007
C 4.04134 0.81048 2.53256 0.034
C 3.10115 -0.28991 0.62039 0.081
C -2.80736 -1.76428 -0.10235 0.013
C 2.82904 1.44479 2.76388 0.008
C 0.35571 -1.98836 -3.00585 0.008
C -1.39763 0.50880 -2.74872 0.004
C -2.01184 3.12741 2.18490 0.008
C -0.96914 3.64164 2.94494 -0.004
C -1.11866 -1.90471 -2.67076 0.008
C 4.18657 -0.04462 1.45106 0.008
H -2.41481 0.82816 -2.98287 0.001
H 2.06586 -3.12950 0.89681 0.025
H -3.11186 0.16485 -0.96978 0.000
H -3.50911 -1.16621 -2.05012 0.002
H -2.20609 -0.46269 1.38570 0.004
H 0.68585 -1.10682 -3.55481 0.000
H 2.74396 2.11088 3.61183 0.001
H 0.32067 -3.73783 0.85483 0.030
H 4.87860 0.99601 3.19162 0.002
H -2.52244 -2.77757 -0.38173 0.000
H 1.25131 0.87093 -2.40030 0.004
H -2.99146 3.58276 2.18097 0.001
H -0.51191 2.46116 -2.83073 0.005
H 1.16264 1.84445 -1.09635 0.003
H 0.52653 -2.84431 -3.66108 0.003
H -1.11754 4.52038 3.55758 0.000
H -1.72243 -1.91880 -3.58391 0.003
H -2.54229 1.59076 0.79448 0.001
H -1.17721 2.04992 -1.25297 0.000
H 3.24234 -0.96362 -0.21807 0.007
H 1.09769 3.43647 3.45047 0.001
H 2.11303 -1.85916 -1.93011 0.003
H -1.66275 -1.97018 1.61259 0.005
H 1.13717 -3.05197 -1.43532 0.002
H 5.14030 -0.51656 1.25590 0.001
H -3.81383 -1.82128 0.31556 0.004
H -0.93662 0.24569 -3.70126 0.000
H -1.39321 -2.78973 -2.09535 0.001